# 1
ORCA calculation (ωB97M-V/def2-TZVPD) on a 2-piece molecular cluster, C55H66N3O overall at a distorted geometry.

The geometry in XYZ format:
```
125
Properties=species:S:1:pos:R:3
C 0.12791 1.87501 -3.89049
C -0.93732 2.34443 -2.91089
C -0.35866 3.50717 -2.08209
C -2.11825 2.89407 -3.73968
C -1.49439 1.23727 -1.97809
C -2.43054 1.66801 -1.03628
C -3.11799 0.75186 -0.25872
C -2.91289 -0.60686 -0.43210
C -1.96398 -1.11539 -1.32428
C -2.03310 -2.67263 -1.53026
C -0.75566 -3.40388 -1.89548
C -3.04562 -2.92741 -2.66292
C -2.53061 -3.37141 -0.24289
C -1.14696 -0.14023 -1.99194
N 0.19821 -0.45971 -2.36196
C 1.31020 -0.00357 -1.64252
C 1.23133 0.92362 -0.60606
C 2.44370 1.51819 -0.08337
C 3.48988 1.82186 -0.99146
C 4.75730 2.15110 -0.53485
C 5.00087 2.19900 0.84537
C 3.95553 2.01095 1.75684
C 2.66310 1.74712 1.29742
N 2.37113 -0.81876 -2.02375
C 3.63452 -1.03259 -1.37857
C 3.69276 -1.39659 0.00154
C 2.60202 -2.16117 0.83762
C 2.86054 -2.00699 2.34536
C 2.68567 -3.64148 0.42287
C 1.16187 -1.71858 0.65467
C 4.94516 -1.27335 0.62428
C 6.11359 -1.40095 -0.11583
C 6.02791 -1.36431 -1.49738
C 4.83287 -1.00110 -2.14705
C 5.07113 -0.58063 -3.64059
C 6.25830 0.40798 -3.68746
C 3.91474 0.07644 -4.36748
C 5.50932 -1.83282 -4.42512
C 1.92985 -1.64010 -3.06262
C 0.64957 -1.34407 -3.32566
H -0.22150 1.03154 -4.49644
H 0.38094 2.70500 -4.57082
H 1.04576 1.60314 -3.36192
H -1.11758 3.97097 -1.43591
H 0.46656 3.15535 -1.45022
H 0.03559 4.28151 -2.75810
H -2.93079 3.26759 -3.10012
H -1.77371 3.71993 -4.38038
H -2.53035 2.10475 -4.38673
H -2.66242 2.72803 -0.93995
H -3.87305 1.09345 0.44125
H -3.55070 -1.29043 0.11936
H 0.06833 -3.11880 -1.23541
H -0.90537 -4.48509 -1.76341
H -0.48195 -3.27026 -2.94465
H -4.02589 -2.48532 -2.43645
H -2.67899 -2.48765 -3.60506
H -3.16615 -4.01255 -2.81105
H -3.61356 -3.25480 -0.08785
H -2.34227 -4.45159 -0.31265
H -1.98778 -3.01040 0.64080
H 0.25310 1.13035 -0.16920
H 3.26902 1.80649 -2.06456
H 5.54630 2.37378 -1.25684
H 6.01573 2.39942 1.19522
H 4.14993 2.07663 2.83333
H 1.82118 1.66413 1.99477
H 2.97270 -0.94590 2.61206
H 1.99403 -2.38860 2.90880
H 3.74493 -2.56488 2.67618
H 2.51662 -3.75230 -0.66068
H 3.67847 -4.05366 0.65307
H 1.92196 -4.23563 0.95182
H 0.85780 -1.78223 -0.38921
H 0.46965 -2.37379 1.21502
H 1.01145 -0.69837 1.02479
H 5.03002 -1.17814 1.70888
H 7.07153 -1.54870 0.37915
H 6.93284 -1.56539 -2.07955
H 7.20317 -0.05263 -3.36430
H 6.40454 0.76455 -4.71689
H 6.06116 1.28024 -3.05110
H 3.16753 -0.64680 -4.70009
H 3.43515 0.84870 -3.76289
H 4.29589 0.56804 -5.27689
H 4.71924 -2.59715 -4.42949
H 5.72652 -1.55843 -5.46872
H 6.41374 -2.28886 -3.99695
H 2.57527 -2.36999 -3.52634
H 0.02461 -1.75135 -4.10647
C -0.07700 4.59823 6.78625
O -1.39292 5.05892 6.38545
C -2.11933 4.18720 5.62119
C -1.59811 2.94881 5.14663
C -2.31374 2.22682 4.20796
C -3.53010 2.70112 3.67732
C -4.22726 1.94116 2.69091
C -4.56404 0.60249 2.88203
C -5.59335 -0.13906 2.14800
C -6.54727 0.25264 1.22070
C -7.36422 -0.73594 0.64717
C -7.21326 -2.09022 0.98873
C -6.32290 -2.47350 2.00450
C -5.52096 -1.48397 2.56311
N -4.51722 -1.57435 3.54196
C -4.20725 -2.75608 4.32764
C -3.96485 -0.34649 3.75619
C -4.03615 3.94154 4.16025
C -3.36544 4.66157 5.12573
H 0.31408 5.37792 7.44585
H -0.14629 3.63242 7.33270
H 0.57751 4.47799 5.89605
H -0.62154 2.58127 5.47888
H -1.90380 1.28833 3.83361
H -4.65809 2.47947 1.83553
H -6.64044 1.31366 0.98342
H -8.09840 -0.44254 -0.09943
H -7.80310 -2.84917 0.47503
H -6.24010 -3.49880 2.35454
H -4.75661 -3.60738 3.92566
H -3.13387 -2.99347 4.31204
H -4.49758 -2.58729 5.37477
H -3.20107 -0.18504 4.51602
H -4.97992 4.31280 3.75847
H -3.74764 5.60554 5.51983
```

Values from the calculation:
charge = +1
highest occupied orbital energy = -7.80 eV
LUMO energy = -0.180 hartree

# 2
ORCA calculation (ωB97M-V/def2-TZVPD) on one molecule with the formula C3H6N2 at a distorted geometry.

The geometry in XYZ format:
```
11
Properties=species:S:1:pos:R:3
C -0.48347 0.67114 1.32231
N 0.29519 -0.24924 0.49851
C -0.03169 -0.87392 -0.76509
C 0.52665 -0.08182 -1.88866
N 1.09510 0.60952 -2.62244
H 0.09777 1.58560 1.49064
H -0.65589 0.22209 2.30988
H -1.45450 0.98753 0.92520
H 1.25093 0.06258 0.44869
H 0.45622 -1.85977 -0.79467
H -1.09630 -1.07370 -0.92435
```

Values from the calculation:
structure (SMILES) = CNCC#N
highest occupied orbital energy = -9.21 eV
LUMO energy = 0.033 hartree

# 3
ORCA calculation (ωB97M-V/def2-TZVPD) on C31H45MoN3P2S as an isolated structure.

The geometry in XYZ format:
```
83
Properties=species:S:1:pos:R:3
Mo -0.74309 0.02018 0.35324
C 0.87161 -3.74656 -2.14091
C 1.11118 -3.09338 -0.77896
C 1.87143 -4.02013 0.17245
P -0.42897 -2.42473 -0.01376
C -1.44870 -3.71227 0.79634
C -0.86669 -4.09576 2.16155
C -1.69234 -4.96078 -0.05732
C -1.45210 -1.69834 -1.32873
C -2.75820 -2.10572 -1.69992
C -3.46115 -1.43690 -2.66905
C -4.81954 -1.89022 -3.10821
C -2.88532 -0.28740 -3.27767
C -1.66748 0.18918 -2.90088
C -0.94058 -0.51124 -1.90654
N 0.20253 0.00097 -1.27110
C 1.50376 0.25351 -1.72689
C 1.89678 0.15510 -3.05031
C 3.21060 0.46640 -3.36845
C 4.12568 0.86047 -2.39374
C 5.54869 1.17738 -2.75460
C 3.70107 0.92766 -1.06442
C 2.39369 0.61751 -0.71689
P 1.62521 0.64579 0.93179
C 2.57610 -0.47204 2.05496
C 4.05773 -0.66808 1.74180
C 2.35954 -0.05105 3.51010
C 1.72235 2.38987 1.52558
C 3.14924 2.89052 1.76325
C 1.00801 3.32271 0.54391
H 1.83289 -4.03451 -2.56908
H 0.38319 -3.07041 -2.84304
H 0.26595 -4.64790 -2.05613
H 1.72054 -2.19720 -0.93024
H 1.37689 -4.98616 0.27070
H 1.99573 -3.59685 1.17081
H 2.86487 -4.20596 -0.23646
H -2.39831 -3.19015 0.96288
H -0.03067 -4.78409 2.05507
H -1.63175 -4.60220 2.75023
H -0.52237 -3.22765 2.72027
H -0.78310 -5.55617 -0.14071
H -2.04298 -4.74037 -1.06434
H -2.44233 -5.58328 0.43217
H -3.19958 -2.97926 -1.23991
H -5.15356 -2.76235 -2.55070
H -4.81223 -2.14085 -4.17007
H -5.54973 -1.09104 -2.97162
H -3.44774 0.23026 -4.04509
H -1.24852 1.08905 -3.33286
H 1.19444 -0.14506 -3.81774
H 3.53205 0.40809 -4.40070
H 5.62555 1.53568 -3.77941
H 6.17166 0.28469 -2.66959
H 5.96585 1.93556 -2.09348
H 4.41757 1.21892 -0.30928
H 2.06902 -1.42931 1.90041
H 4.62659 0.25471 1.85036
H 4.22105 -1.06387 0.74070
H 4.46831 -1.38752 2.45210
H 2.93438 0.83969 3.75785
H 2.69258 -0.84909 4.17438
H 1.31339 0.16098 3.72578
H 1.17876 2.38064 2.47745
H 3.70251 2.94916 0.82612
H 3.71386 2.28453 2.46639
H 3.09942 3.90272 2.16609
H 1.50762 3.31868 -0.42721
H 1.04923 4.34146 0.92980
H -0.04022 3.07126 0.39429
C -1.05866 -1.17154 4.26355
C -1.29197 0.21396 3.75872
C -1.38443 1.30855 4.59458
C -1.64794 2.55499 4.02972
N -1.93052 2.71670 2.74124
C -1.92328 1.60884 2.02452
S -2.45902 1.55871 0.34722
N -1.50586 0.39101 2.43224
H -1.40193 -1.25276 5.29334
H -0.00375 -1.44401 4.24773
H -1.61101 -1.88312 3.65292
H -1.25845 1.19882 5.66216
H -1.66905 3.44893 4.64222
```

Values from the calculation:
charge = +2
highest occupied orbital energy (spin up / spin down) = -13.69 / -13.80 eV
LUMO energy (spin up / spin down) = -0.257 / -0.259 hartree

# 4
ORCA calculation (ωB97M-V/def2-TZVPD) on a 3-piece molecular cluster, C6H12ClN overall at a distorted geometry.

The geometry in XYZ format:
```
20
Properties=species:S:1:pos:R:3
N -0.45008 1.15609 -1.36139
C -0.75521 2.12954 -0.63482
C -0.78948 2.85502 0.63314
C -0.59612 3.60362 -0.68379
H -0.60177 0.27454 -1.01348
H -0.08564 2.48178 1.29147
H -1.66192 3.09293 1.23547
H -1.38843 4.14426 -1.12122
H 0.34715 4.00444 -0.88813
C 1.38514 -3.22687 -0.96836
C 1.37093 -2.03785 -0.40852
C 1.34337 -1.87215 1.10335
H 1.58903 -3.34028 -2.02818
H 1.63991 -4.19025 -0.40258
H 1.25870 -1.13968 -1.04126
H 0.30468 -1.88263 1.34751
H 1.68151 -0.89514 1.27585
H 2.16369 -2.57620 1.48780
Cl -3.26176 -0.96447 0.50835
H -3.49372 -1.61668 1.66878
```

Values from the calculation:
structure (SMILES) = N=C1CC1.C=CC.Cl
highest occupied orbital energy = -9.10 eV
LUMO energy = 0.020 hartree

# 5
ORCA calculation (ωB97M-V/def2-TZVPD) on one molecule with the formula C3H6N4 at a distorted geometry.

The geometry in XYZ format:
```
13
Properties=species:S:1:pos:R:3
C 0.66974 1.31346 -0.17018
C 1.93358 -0.96513 -0.71976
C -1.30721 0.20192 0.59739
N 2.84883 -0.20912 0.15698
N 2.71885 0.82143 0.65407
N 0.01000 0.26881 0.07822
N 0.60193 -0.91612 -0.13555
H 0.23332 2.22358 0.29657
H 2.11345 -0.46027 -1.70742
H 2.12373 -2.00993 -0.79737
H -1.42920 0.55277 1.67126
H -1.85074 0.68912 -0.21433
H -1.71141 -0.85527 0.54738
```

Values from the calculation:
highest occupied orbital energy (spin up / spin down) = -8.24 / -8.24 eV
LUMO energy (spin up / spin down) = 0.005 / 0.005 hartree

# 6
ORCA calculation (ωB97M-V/def2-TZVPD) on C23H44Cl3N4O3SSiYb as an isolated structure at a distorted geometry.

The geometry in XYZ format:
```
80
Properties=species:S:1:pos:R:3
C 1.56540 -0.82955 -3.57852
C 1.12150 0.60321 -3.51642
H 1.39287 -1.26623 -4.56899
H 1.03665 -1.44276 -2.82513
H 2.64520 -0.91046 -3.37219
C 0.62183 1.30306 -4.53569
C 0.48563 0.80433 -5.94224
H 0.30229 2.33835 -4.36528
H 0.70839 -0.26586 -6.04031
H 1.13831 1.34908 -6.64108
H -0.54103 0.96603 -6.29756
Yb -0.00605 -0.55802 0.47481
Cl 2.54288 0.32322 0.71413
Cl -0.31003 -2.99175 -0.40804
C 0.31309 2.60238 1.39397
O -0.57236 1.72202 1.38589
N 0.10917 3.89870 1.68372
C -1.19052 4.42211 2.07649
C 1.15642 4.89978 1.58160
H 1.36613 2.32739 1.18214
H -1.92058 3.61911 2.19866
H -1.53649 5.13992 1.31615
H -1.07686 4.97471 3.02083
H 2.07819 4.41761 1.23913
H 1.31142 5.36992 2.56490
H 0.85499 5.67910 0.86634
H -1.49977 -1.00425 -3.03716
H -2.35410 1.42276 -3.46804
C -2.35755 -1.17318 -2.36552
C -3.23849 1.06539 -2.91621
N -2.84211 0.11633 -1.88842
H -2.02515 -1.81661 -1.53428
C -2.81601 0.45986 -0.58356
O -2.29863 -0.23123 0.30610
H -3.73898 1.91997 -2.44512
H -3.28878 1.44513 -0.35760
H -3.15950 -1.67114 -2.93795
H -3.92058 0.58487 -3.63113
O 0.06580 0.62346 -1.44229
C 1.08507 1.19050 -2.10308
C -0.20629 3.45388 -1.92655
C 0.99439 2.74056 -2.01665
H -1.17498 2.94132 -1.88903
C -0.16574 4.85629 -1.91786
H 2.04635 0.89072 -1.62102
C 2.20833 3.41373 -2.03178
H -1.09350 5.43328 -1.88073
C 1.05829 5.52809 -1.97676
C 2.24831 4.80253 -2.03936
H 3.10560 2.79296 -2.07700
H 1.08982 6.62197 -1.96700
H 3.21786 5.29342 -2.10027
Si 0.39488 -6.87495 -0.24492
Cl 0.59744 -6.14307 -2.21606
C -1.44541 -6.77771 0.07045
C 1.61860 -5.79078 0.64314
C 0.88163 -8.68444 0.02946
H -1.79814 -5.77422 -0.20657
H -1.67598 -6.95304 1.13033
H -1.98511 -7.52709 -0.53204
H 0.23839 -9.40335 -0.48972
H 0.80162 -8.91508 1.10040
H 1.91512 -8.90215 -0.25726
H 1.37860 -4.73678 0.41134
H 2.63715 -6.00633 0.28471
H 1.58377 -5.92897 1.73033
C 1.30002 -0.89287 6.58663
N 1.11400 -0.34511 5.23588
C -0.10846 -0.52538 4.61717
S -0.27346 -1.55451 3.28331
N -1.16422 0.09637 5.17459
C -1.12591 1.09475 6.25016
H 0.37289 -0.83252 7.16592
H 2.07924 -0.30579 7.08337
H 1.64354 -1.93806 6.55515
H 1.87059 -0.59946 4.59758
H -2.02702 -0.02933 4.65483
H -1.62978 2.01479 5.92320
H -1.64202 0.72284 7.15137
H -0.08810 1.31629 6.50814
```

Values from the calculation:
2S+1 = 2
highest occupied orbital energy (spin up / spin down) = -7.98 / -7.98 eV
LUMO energy (spin up / spin down) = 0.003 / 0.002 hartree

# 7
ORCA calculation (ωB97M-V/def2-TZVPD) on C5H13N3O as an isolated structure at a distorted geometry.

The geometry in XYZ format:
```
22
Properties=species:S:1:pos:R:3
C 0.76610 -1.12919 0.41855
C -1.00361 -0.51608 -0.09954
C 0.95452 -0.68696 1.86401
C -1.22366 -1.04023 -1.50618
C -0.37011 1.70843 -0.41493
N 0.82837 1.37094 -0.94492
N -0.70232 3.03805 -0.29480
O 0.46869 -2.52599 0.34197
N -1.15955 0.82746 0.13569
H 1.15769 -3.01392 0.80917
H 1.73936 -1.02644 -0.09294
H -1.57644 -1.09295 0.62881
H 0.04924 3.70988 -0.29513
H 1.01409 0.27269 -0.76548
H 1.39408 2.12042 -1.31733
H -1.43510 3.21532 0.37697
H 1.10433 0.39486 1.90421
H 1.80892 -1.18530 2.33326
H 0.06502 -0.91119 2.45307
H -0.64476 -0.48667 -2.24308
H -0.94811 -2.09223 -1.54852
H -2.28672 -0.95090 -1.74287
```

Values from the calculation:
highest occupied orbital energy = -7.99 eV
LUMO energy = 0.032 hartree